The following is a quantum chemistry calculation of a cluster of 3 separate species, C7H16ClF2N5O6P2 in total, from OMol25.

Geometry (Å):
C (-1.71, -0.85, -0.84)
C (-2.06, -1.13, -2.34)
C (-0.98, -0.56, -3.34)
Cl (-1.84, -0.42, -4.96)
P (-0.32, 1.10, -2.83)
N (1.48, 1.17, -3.06)
C (1.83, 0.31, -4.15)
O (1.33, 0.45, -5.17)
F (2.71, -0.69, -4.00)
C (2.09, 0.78, -1.81)
O (1.52, 0.91, -0.81)
F (3.32, 0.32, -1.77)
P (-1.02, 2.70, -4.22)
O (-2.68, 2.65, -4.28)
O (-0.52, 4.13, -3.49)
H (-2.01, -1.72, -0.23)
H (-2.19, 0.06, -0.45)
H (-0.61, -0.80, -0.77)
H (-3.06, -0.78, -2.63)
H (-2.02, -2.23, -2.45)
H (-0.21, -1.35, -3.45)
H (-2.90, 2.53, -5.22)
H (-0.21, 3.88, -2.59)
N (1.25, 1.65, 4.48)
C (1.59, 2.06, 3.23)
N (1.43, 1.12, 2.26)
O (2.01, 3.18, 2.99)
H (0.91, 0.73, 4.69)
H (1.36, 2.31, 5.23)
H (1.67, 1.38, 1.32)
H (1.09, 0.19, 2.44)
N (-0.79, -3.07, 5.74)
C (0.00, -2.39, 4.86)
N (0.35, -3.10, 3.74)
O (0.36, -1.24, 5.05)
H (-1.10, -4.01, 5.61)
H (-1.07, -2.58, 6.57)
H (0.93, -2.64, 3.07)
H (0.06, -4.05, 3.57)

The highest occupied orbital energy is -8.11 eV. As for the SMILES: CC[C@@H](Cl)P(N(C(=O)F)C(=O)F)#P(O)O.NC(N)=O.NC(N)=O. Its charge is 0. As for the largest force on an atom: 0.0780 hartree/bohr. The multiplicity is 1.